Entry from OMol25: 21 unconnected molecules or ions with the total composition C84H168O21 at a distorted geometry (ωB97M-V with the def2-TZVPD basis set).

Last column: Löwdin charge in e.
Element x y z (Å)
O 8.9433 0.9273 -2.6590  -0.15
O 0.2594 0.9634 2.8318  -0.16
O -2.4146 6.2333 0.3170  -0.15
O -7.2819 -0.2677 -4.9589  -0.16
O 2.1155 3.5071 -0.7969  -0.18
O -5.5635 -1.0153 -0.1564  -0.16
O 0.2984 -7.2423 -0.7788  -0.17
O -1.5807 -8.8448 2.4444  -0.15
O 2.5293 -4.3241 0.2627  -0.16
O 2.3698 -1.7432 5.4391  -0.18
O -0.1167 2.8653 6.3282  -0.17
O -2.0226 -0.6240 -6.8980  -0.14
O 0.0230 2.4547 -4.0432  -0.14
O -1.1439 -3.3873 -3.1767  -0.18
O 2.7720 -1.8631 -3.1920  -0.19
O 5.1028 1.2259 -1.1945  -0.17
O 4.0972 3.5566 4.5372  -0.14
O -3.7997 2.5402 4.6751  -0.17
O 4.6734 3.0184 -5.7906  -0.12
O -4.4103 3.6302 -2.2624  -0.16
O -3.2802 -2.3802 4.4933  -0.16
C -2.0611 -6.6380 1.5596  -0.15
C -2.8159 7.5490 0.2582  -0.26
C -0.9124 -1.2645 -6.2746  -0.19
C 1.1120 5.1926 -2.0452  -0.09
C 8.7747 2.6637 -0.9960  -0.17
C 9.1235 1.3052 -0.4037  -0.18
C 1.8234 -3.2468 0.8286  -0.22
C 4.1304 -0.5394 0.0211  -0.10
C -2.8105 -3.4084 3.6108  -0.21
C -5.9479 -1.4314 -3.4009  -0.15
C 0.0107 1.2115 -3.4120  -0.20
C -1.0303 -2.7939 -6.6422  -0.14
C 4.4444 4.8775 4.4045  -0.27
C 5.7179 1.2716 -4.6575  -0.12
C -1.0215 1.6652 2.7623  -0.17
C -3.0384 -2.6461 -1.9823  -0.18
C -1.0155 3.9662 6.3736  -0.20
C -6.5623 -1.2940 0.8138  -0.16
C -2.2697 1.8661 -3.9242  -0.13
C -4.8645 0.1665 1.7245  -0.17
C -2.2923 7.1386 2.5463  -0.13
C 0.8840 -6.8348 -2.0109  -0.20
C 5.1405 1.6697 0.1543  -0.20
C -2.7229 -7.7604 0.7111  -0.15
C -4.9128 1.3081 6.2983  -0.14
C 2.9375 4.3574 2.5874  -0.12
C -5.9732 1.9262 5.3126  -0.13
C -2.5702 -3.2169 -3.2671  -0.21
C 3.8564 -2.8018 -3.0583  -0.17
C -2.7593 -8.9437 1.6365  -0.21
C -4.3755 -0.5921 0.5174  -0.21
C 1.8290 -2.2954 -4.2059  -0.15
C -1.7407 6.0703 1.5840  -0.19
C 2.9472 3.2732 3.7160  -0.16
C -1.4744 0.7790 -3.1793  -0.14
C 2.6997 -0.4774 4.8282  -0.21
C 8.8987 2.3394 -2.4586  -0.23
C -6.7072 3.0392 -2.2366  -0.14
C -5.9724 0.3473 -5.0398  -0.17
C -0.1256 5.1773 5.9602  -0.15
C 3.6655 -2.3185 5.6582  -0.20
C 2.4135 -3.6816 -4.7445  -0.12
C 8.4779 0.3378 -1.4233  -0.18
C -1.2824 -3.4076 3.5908  -0.16
C -3.0472 -1.5982 -7.0469  -0.22
C -1.2448 3.0816 -3.9534  -0.16
C -3.4454 7.7259 1.6136  -0.15
C 1.1655 4.8652 6.7376  -0.15
C -5.1264 2.7677 4.3458  -0.23
C 4.3759 0.6800 -5.2524  -0.11
C 1.6597 4.8401 -0.6022  -0.19
C 2.3199 4.5736 -2.8970  -0.12
C 5.5273 2.7713 -4.7118  -0.24
C 1.0858 3.3528 7.0373  -0.16
C -0.5068 1.3240 0.5024  -0.15
C 4.8533 0.4494 0.9722  -0.15
C 3.6947 1.9757 -5.6574  -0.19
C -5.2183 -0.1217 -3.8163  -0.16
C 4.0554 -0.0311 5.3402  -0.15
C 2.7039 3.3314 -2.0834  -0.21
C -1.9186 -3.0096 -0.9761  -0.12
C -3.6770 1.3024 5.3919  -0.21
C -2.1500 -2.0303 5.3513  -0.22
C 2.3358 -3.0707 2.2855  -0.13
C 3.3572 -4.1358 -3.6143  -0.14
C 4.2525 5.1643 2.9121  -0.13
C -6.5145 4.4112 -2.9660  -0.12
C -5.3905 3.0221 -1.4185  -0.18
C 0.4911 0.5766 1.4487  -0.15
C 2.6946 -4.5697 2.5891  -0.14
C 4.4893 -1.1715 6.3374  -0.12
C -1.0998 2.3416 1.4345  -0.17
C 3.2070 -5.0953 1.2907  -0.17
C -2.3130 -2.8586 -7.4778  -0.16
C -6.2441 -0.4352 2.0742  -0.12
C 2.3376 -7.3342 -1.9154  -0.16
C 3.9742 0.3608 -1.2969  -0.16
C -7.4230 -1.1241 -3.8021  -0.17
C -1.1880 -7.4573 2.5573  -0.17
C 2.1251 -8.7544 -1.3234  -0.15
C -5.0025 4.3044 -3.2935  -0.25
C 0.8807 -8.5202 -0.4261  -0.18
C -0.9182 -2.2851 4.5960  -0.17
C -0.6287 -2.9744 -1.8502  -0.13
H -4.7332 1.9354 7.1730  0.11
H -4.8942 3.8083 -4.2286  0.10
H -1.6843 0.7624 -2.0875  0.09
H 2.0014 -9.5598 -2.0741  0.11
H -2.1556 -7.9374 -0.2172  0.10
H 3.2048 -2.4818 2.4508  0.08
H -6.5773 1.1726 4.7967  0.10
H -1.5822 7.9354 2.7880  0.11
H 6.1059 2.0263 0.4115  0.09
H -4.3358 7.1547 1.6909  0.10
H 1.5411 0.7989 1.1654  0.11
H -0.0802 -0.7282 -6.6991  0.11
H -2.7389 -9.8462 1.0606  0.11
H 1.8822 -2.3175 0.2383  0.09
H 3.7355 3.2285 -1.9424  0.08
H -1.9396 8.1949 0.0613  0.13
H -4.9295 2.0627 -1.1715  0.10
H -2.5121 1.4126 -4.9292  0.12
H 0.3466 -7.2357 -2.8877  0.13
H -1.7530 0.8108 2.7399  0.12
H 4.1036 0.9097 5.8823  0.10
H -6.1106 1.4176 -5.1581  0.10
H -0.8879 -3.2846 2.5794  0.08
H -1.4419 4.1455 7.3988  0.13
H 2.9571 -6.1161 1.0969  0.11
H 1.7946 -5.1351 2.8799  0.11
H 8.9496 -0.7098 -1.3908  0.14
H -3.7653 -1.4880 0.8940  0.12
H 4.1083 -2.5317 4.6651  0.11
H 4.4235 2.4872 0.2603  0.11
H -3.1978 2.1647 -3.5162  0.05
H -6.9878 0.3529 2.0749  0.10
H -4.4921 5.2366 -3.3248  0.11
H -0.7307 -1.3416 3.9745  0.13
H 4.7431 -0.0169 4.4422  0.12
H -0.1620 -7.4184 2.2233  0.09
H 3.7556 5.5787 4.9816  0.12
H -3.6812 0.0320 -0.1098  0.12
H 0.1453 -9.2900 -0.7004  0.12
H 2.0552 5.1503 6.1847  0.08
H -1.1436 -3.3367 -5.7537  0.05
H -2.7899 -2.5518 -4.1956  0.12
H -5.1540 0.5633 -2.9258  0.11
H 2.7005 -0.6298 3.7727  0.08
H 0.3751 -0.5578 1.3762  0.12
H 1.9832 4.1693 -3.8695  0.10
H 4.1397 -4.6757 -4.0865  0.10
H -3.7673 -7.4166 0.4959  0.12
H -1.9405 5.0187 1.8751  0.11
H 8.7630 1.1695 0.6300  0.11
H 0.1409 4.6790 -2.3015  0.09
H 4.3095 6.2278 2.6505  0.11
H 2.9996 -9.0172 -0.7104  0.11
H -5.1106 0.2822 6.6277  0.11
H 3.5082 -3.2499 6.1969  0.12
H -6.2711 -1.0235 2.9974  0.11
H -2.1109 -4.0326 -0.6732  0.11
H 5.0633 4.5751 2.4880  0.10
H 0.9361 4.7860 0.2019  0.09
H -5.8784 -1.7109 -2.3688  0.07
H 5.4139 5.0511 4.8375  0.12
H 1.6061 -2.6579 3.0036  0.10
H 7.7181 2.9219 -0.8251  0.10
H -5.3127 2.5657 3.2667  0.11
H 3.0930 -0.8519 0.3252  0.08
H -2.0888 -0.9938 5.7261  0.11
H 2.4648 5.5105 -0.3188  0.11
H -1.4732 3.6768 -2.9964  0.13
H 4.2506 -4.8490 1.1746  0.12
H -1.3683 -7.1327 3.5837  0.11
H -3.6662 -1.6994 -6.0908  0.11
H 0.0581 1.8823 -0.1813  0.07
H -2.2196 -2.6900 6.2564  0.13
H 2.9829 3.8866 1.6381  0.06
H 3.0233 -3.4657 -5.5929  0.09
H -5.2256 3.8281 4.5518  0.12
H 1.8676 2.8051 6.5203  0.08
H 2.9022 -6.6941 -1.2811  0.08
H 0.4776 0.5760 -4.1873  0.12
H 0.1368 -3.5960 -1.4608  0.08
H -2.0686 2.5631 1.0535  0.11
H 3.9657 -2.8660 -1.9900  0.10
H 6.6161 1.0059 -5.2495  0.12
H 3.8494 -0.1815 -2.2532  0.10
H -2.1503 -2.7882 -8.5439  0.11
H -2.8271 -6.0019 2.0014  0.09
H -1.1827 2.1847 3.6816  0.10
H 0.8210 -5.7428 -1.9669  0.10
H 5.1068 3.0359 -3.7158  0.11
H 0.5219 1.1132 -2.4762  0.09
H -3.2830 -1.5747 -1.9851  0.09
H -3.7686 0.4045 4.7017  0.11
H -1.2429 0.6775 -0.0108  0.10
H 0.9411 6.2838 -2.2363  0.11
H 2.2190 2.4617 -2.5119  0.09
H -1.3961 -5.9995 1.0534  0.07
H -3.2166 -3.0465 2.6084  0.11
H 0.8468 -2.4275 -3.8306  0.06
H 8.0074 2.7647 -2.9696  0.10
H -1.6257 -0.2553 -3.5649  0.08
H 9.7141 2.8203 -3.0629  0.13
H 4.1885 -1.0246 7.4055  0.12
H -1.7822 3.7814 5.6138  0.10
H -7.5099 -1.0728 0.4413  0.10
H -2.8381 -3.7956 -7.3128  0.11
H -5.0481 1.1695 1.3760  0.09
H 1.8099 -1.5634 -5.0246  0.10
H 4.2136 0.6853 1.7894  0.07
H -6.6443 2.2084 -2.9131  0.07
H -0.8217 -4.3487 3.9157  0.10
H 1.9879 3.1180 4.2489  0.11
H 3.3983 -4.6484 3.3641  0.09
H 5.5104 -1.3072 6.2523  0.07
H -0.8775 -1.1401 -5.1393  0.09
H 3.0416 0.8521 -1.2866  0.08
H -1.8337 -2.4135 -0.0955  0.08
H 1.8314 0.1142 5.1869  0.13
H -0.1575 -2.0115 -2.0679  0.11
H 1.1320 5.3716 7.7064  0.11
H -7.6426 2.9686 -1.7144  0.10
H -7.9991 -1.9458 -4.0320  0.08
H 3.2545 1.9201 -6.7095  0.14
H -6.6418 2.5559 5.9290  0.11
H -7.1620 4.4796 -3.9088  0.13
H -6.7048 5.2181 -2.2432  0.11
H -3.6306 -9.0179 2.2588  0.11
H -0.4519 3.2107 1.3895  0.10
H -4.1605 -0.3051 -3.9200  0.07
H -0.0810 -3.2369 -7.1723  0.14
H 1.1946 2.9732 8.0949  0.13
H -3.2642 -4.4239 3.8619  0.13
H 4.7291 -1.4196 -0.2672  0.11
H -5.6283 -2.2841 -4.0239  0.11
H -5.5472 -0.1185 -5.9868  0.13
H 5.7704 0.0414 1.4250  0.12
H -3.5482 8.7738 1.8384  0.10
H -3.0361 -4.1863 -3.4998  0.12
H 4.6994 -2.4738 -3.6338  0.12
H 0.0044 -2.5237 5.2145  0.13
H -5.5686 3.5262 -0.4396  0.12
H -6.4042 -2.2739 1.0125  0.09
H -2.7410 6.7363 3.4554  0.10
H 1.9973 4.9620 2.7337  0.12
H 3.1442 2.2976 3.3129  0.09
H 4.5664 0.0666 -6.0704  0.09
H -0.6537 6.1397 1.4804  0.10
H 3.1259 5.2768 -3.0152  0.10
H -1.3201 3.6753 -4.8421  0.11
H -0.4202 6.1347 6.3476  0.10
H -7.9060 -0.5417 -2.8957  0.14
H -2.6960 1.2441 5.9121  0.12
H 6.3899 3.3627 -4.9000  0.11
H 1.6690 -4.4238 -5.0134  0.10
H -3.7273 -1.2357 -7.8027  0.11
H 2.8861 -7.5031 -2.8697  0.12
H 5.8721 0.9037 -3.6440  0.09
H 1.1236 -8.4456 0.6385  0.11
H -4.0568 -3.0676 -1.6574  0.13
H -3.5706 7.6855 -0.5378  0.13
H -0.0222 5.2731 4.9087  0.08
H 2.9130 2.2582 -4.9635  0.09
H 2.7878 -4.7525 -2.9061  0.09
H 9.4702 3.4500 -0.7190  0.11
H 7.3415 0.3135 -1.2895  0.12
H 10.2009 1.0816 -0.3566  0.12
H 0.7544 -3.6155 0.9833  0.12
H -4.1872 0.2347 2.5901  0.09
H 3.8279 0.1617 -4.5530  0.05

Output
DFT total energy ... -4880.89705 Ha
Relative energy (zero: lowest compared OMol25 entry of this formula, charge and spin) ... 2.438 eV